1.
75
Properties=species:S:1:pos:R:3:lowdin_charge:R:1 method="wB97M-V/def2-TZVPD" e_lumo_ev="-3.94 / -3.94" e_homo_ev="-10.9507 / -10.9507" charge=+1
Mg -0.47082 -2.17952 0.39496 0.351
Cl 1.90289 -0.67238 -2.52982 0.639
C 2.36399 -1.82923 -1.32797 -0.702
C 1.45286 -2.29670 -0.37396 -0.219
C 1.94984 -3.30119 0.44986 -0.683
Cl 0.86014 -3.90602 1.65372 0.804
C 3.22966 -3.83116 0.37716 -0.703
Cl 3.72556 -5.10004 1.42445 0.707
C 4.10725 -3.31057 -0.56446 -0.701
Cl 5.70062 -3.92661 -0.69300 0.718
C 3.67621 -2.29850 -1.41782 -0.707
Cl 4.75810 -1.64501 -2.57876 0.703
O -0.78490 -0.81976 1.63760 -0.322
N -0.55131 0.34156 1.13598 -0.473
C 2.06402 3.17054 -3.24118 -0.208
Si 0.40881 3.77616 -2.55782 0.347
C -0.99984 3.18201 -3.67363 -0.215
C 0.39306 5.66242 -2.49358 -0.212
Si 0.12810 2.97587 -0.33653 0.284
Te -0.79906 0.59697 -0.75382 1.187
Si -1.71550 4.04545 0.75526 0.370
C -3.17554 4.03132 -0.45035 -0.218
C -2.18476 3.13202 2.33977 -0.205
C -1.18619 5.82342 1.11422 -0.206
Si 2.10562 2.78425 1.00297 0.378
C 2.97227 4.45313 0.82121 -0.210
C 1.60305 2.49984 2.79851 -0.209
C 3.23928 1.37695 0.45706 -0.202
H 2.33099 3.69484 -4.16070 0.038
H 2.03234 2.10283 -3.46426 -0.003
H 2.86663 3.33643 -2.51912 0.018
H -0.86816 3.54567 -4.69409 0.039
H -1.96646 3.54052 -3.31370 0.018
H -1.04327 2.08987 -3.71525 0.011
H 0.50476 6.08849 -3.49262 0.038
H 1.20939 6.04465 -1.87658 0.030
H -0.54459 6.03833 -2.07886 0.016
H -3.37198 3.01570 -0.80332 0.014
H -2.97349 4.65809 -1.32131 0.021
H -4.08464 4.40342 0.02518 0.035
H -2.02486 2.06081 2.21757 -0.006
H -3.23171 3.29246 2.60256 0.035
H -1.57116 3.45808 3.18115 0.029
H -0.74033 6.29098 0.23441 0.011
H -0.44785 5.86074 1.91803 0.027
H -2.04080 6.43080 1.41845 0.038
H 2.28506 5.27635 1.03137 0.023
H 3.37037 4.60030 -0.18492 0.024
H 3.80631 4.53271 1.52149 0.037
H 1.11698 3.38342 3.21801 0.026
H 2.47301 2.27188 3.41770 0.037
H 0.90597 1.66414 2.86852 0.008
H 3.54982 1.46946 -0.58553 0.022
H 2.74031 0.41255 0.58038 0.013
H 4.14111 1.36062 1.07332 0.041
C -0.65416 -8.47922 1.54919 -0.028
C -1.21124 -7.11068 1.29430 -0.248
C -1.88112 -6.40358 2.29104 -0.018
C -2.42754 -5.15656 2.03343 -0.078
C -2.29792 -4.60907 0.76507 -0.462
C -1.61577 -5.28374 -0.24069 -0.084
C -1.07914 -6.52673 0.03133 -0.018
S -3.05229 -3.02909 0.44245 1.012
C -4.39956 -3.63154 -0.60098 -0.182
O -2.11574 -2.36212 -0.56134 -0.609
H -0.67876 -8.73070 2.60717 0.083
H 0.37282 -8.55575 1.19206 0.090
H -1.23944 -9.22410 1.00659 0.096
H -1.97762 -6.83456 3.27932 0.124
H -2.93784 -4.60380 2.81414 0.122
H -1.50334 -4.83481 -1.22172 0.127
H -0.55178 -7.06396 -0.74734 0.130
H -3.95567 -3.96265 -1.53807 0.073
H -5.08890 -2.80708 -0.77388 0.064
H -4.90213 -4.44960 -0.09001 0.075

***

2.
77
Properties=species:S:1:pos:R:3:lowdin_charge:R:1 method="wB97M-V/def2-TZVPD" relative_energy_ev=7.164 e_lumo_ev="-4.12 / -4.12" spin_multiplicity=2 s2=0.75 e_homo_ev="-10.3047 / -10.9308" charge=+1
C 2.38861 -3.25891 3.02784 -0.033
C 1.31045 -3.53909 1.88322 -0.076
C 1.45029 -3.39643 0.33163 -0.021
C 2.87987 -2.84570 -0.14313 -0.078
C 3.26553 -3.16080 -1.66954 -0.326
O 2.54359 -2.27584 -2.60300 -0.080
C 4.84787 -2.78877 -1.89641 -0.212
N 5.77084 -3.53047 -0.98702 -0.034
N 0.22980 -3.75762 -0.39718 0.036
N 0.07218 -3.72128 -1.76458 0.093
C 0.03793 -5.06722 -2.38075 -0.224
O -1.01107 -5.75464 -2.53408 0.151
F 1.23709 -5.66658 -2.90552 0.084
C -1.07699 -2.90682 -2.20792 -0.271
O -1.20561 -2.74857 -3.45380 0.159
F -2.06592 -2.33438 -1.36998 0.099
C -0.67632 -4.15835 0.67320 -0.116
N -2.05686 -4.62671 0.51862 0.168
N -0.10628 -4.02085 1.99888 -0.002
C -0.73910 -4.28919 3.32986 -0.104
C -1.65851 -2.98769 3.70319 -0.120
C -0.79023 -1.66682 4.01785 -0.069
C -0.82606 -0.55988 2.85177 -0.242
F -0.66350 -1.15129 1.53112 0.014
F 0.29455 0.35287 2.97738 0.035
C -2.21726 0.27542 2.77699 -0.267
F -2.98320 -0.32279 1.70730 0.064
F -1.89452 1.62319 2.37859 0.071
F -2.96612 0.23340 3.97783 0.104
H 2.16218 -3.81190 4.02442 0.096
H 3.39518 -3.68139 2.66676 0.094
H 2.46878 -2.13555 3.29049 0.105
H 3.66687 -3.36301 0.53690 0.108
H 2.92947 -1.71182 0.07108 0.151
H 3.16496 -4.25865 -1.98096 0.139
H 1.98289 -1.67807 -2.05348 0.089
H 5.09632 -3.13284 -2.97610 0.136
H 5.04825 -1.65812 -1.76030 0.139
H 5.60448 -4.54940 -0.99143 0.075
H 5.75194 -3.14655 -0.02430 0.064
H -2.22192 -5.26696 1.31911 0.105
H -2.10981 -5.20192 -0.34015 0.099
H -1.43100 -5.20072 3.34288 0.133
H 0.07727 -4.45480 4.12301 0.135
H -2.36498 -2.75512 2.83098 0.121
H -2.21876 -3.28047 4.67742 0.139
H 0.33437 -1.88825 4.20948 0.119
H -1.18112 -1.24567 5.02718 0.147
C -0.29171 2.93228 -0.94981 -0.040
C -0.77300 4.23446 -0.25481 -0.470
C -2.31281 4.21837 -0.12075 -0.136
C -3.04277 4.46426 -1.43694 -0.183
C -2.53559 5.73487 -2.11162 -0.135
C -1.00090 5.76313 -2.27981 -0.486
N -0.27690 5.42401 -1.01737 -0.047
O -0.35279 6.50799 -0.19079 -0.017
C -0.58131 4.79088 -3.40783 -0.044
C -0.59791 7.15648 -2.83634 -0.043
C -0.15972 4.14647 1.16878 -0.042
H -0.13504 2.12291 -0.22708 0.069
H -1.01082 2.54172 -1.67145 0.064
H 0.66671 3.07856 -1.45537 0.088
H -2.63089 4.98299 0.59909 0.127
H -2.64011 3.25834 0.29701 0.113
H -2.93108 3.60609 -2.10525 0.101
H -4.11638 4.55916 -1.24429 0.116
H -3.02319 5.83575 -3.08974 0.127
H -2.86487 6.59593 -1.52025 0.125
H 0.50762 4.71933 -3.48225 0.091
H -0.94670 5.13826 -4.37952 0.088
H -0.98310 3.78566 -3.29318 0.056
H -0.94085 7.97885 -2.20274 0.079
H -1.04204 7.32546 -3.82292 0.086
H 0.48715 7.23899 -2.94710 0.089
H 0.93370 4.15103 1.12862 0.092
H -0.46748 3.22025 1.66725 0.054
H -0.48364 4.96054 1.82114 0.081

***

3.
64
Properties=species:S:1:pos:R:3:lowdin_charge:R:1 method="wB97M-V/def2-TZVPD" e_lumo_ev="0.76 / -1.11" spin_multiplicity=6 s2=8.78 e_homo_ev="-7.6121 / -7.2004"
O 0.26068 4.15255 -3.42292 -0.126
C -0.92502 4.41267 -2.50742 -0.126
C -1.85762 4.00167 -3.63911 -0.079
H -1.06603 5.45106 -2.20776 0.110
H -0.83922 3.78081 -1.60460 0.089
C -0.59832 3.26936 -4.21473 -0.524
H -2.16282 4.92281 -4.14786 0.119
H -2.68735 3.35321 -3.46501 0.099
C -0.30671 3.32866 -5.72194 -0.016
H 0.08131 4.26278 -6.17625 0.089
H -1.21237 3.13408 -6.30927 0.081
H 0.38719 2.54233 -6.03412 0.073
C -0.59839 1.85515 -3.62060 -0.029
H -0.77258 1.88485 -2.52944 0.061
H 0.38673 1.35912 -3.74790 0.080
H -1.43427 1.26672 -4.00180 0.095
Fe 0.51336 0.82783 0.42056 0.973
C -1.70274 -0.49595 1.03990 -0.140
C -1.38233 0.15276 2.26463 -0.129
C -1.18892 1.54425 1.99383 -0.166
H -1.40331 -0.30266 3.25931 0.105
C -1.50292 1.78048 0.60162 -0.200
C -1.80901 0.49219 0.01171 -0.187
H -2.18347 0.33275 -0.99974 0.101
H -1.91545 -1.55937 0.91969 0.105
H -0.94806 2.32303 2.71738 0.105
H -1.60088 2.75452 0.11677 0.086
C 1.27385 -1.74397 0.03606 -0.107
C 0.41158 -1.61041 -1.09543 -0.151
C 0.94175 -0.60310 -1.94364 -0.127
H -0.45802 -2.22752 -1.28988 0.097
C 1.90303 0.15002 -1.16951 -0.192
C 2.25366 -0.69566 -0.03312 -0.161
H 3.21555 -0.68476 0.47920 0.096
H 1.27013 -2.55124 0.77278 0.105
H 0.87260 -0.60542 -3.02658 0.096
H 2.35091 1.12508 -1.37833 0.106
O 2.38410 4.86880 -1.13410 -0.153
C 2.27491 5.69276 -2.35785 -0.188
C 3.00376 7.01927 -2.18795 -0.174
H 1.20290 5.94733 -2.50699 0.097
H 2.69901 5.13546 -3.22418 0.124
C 3.40599 7.06085 -0.70530 -0.169
H 2.30368 7.81407 -2.44031 0.102
H 3.83444 7.13052 -2.88628 0.104
C 3.16858 5.64019 -0.16145 -0.182
H 2.76873 7.78987 -0.20104 0.102
H 4.42167 7.43962 -0.62335 0.101
H 2.57852 5.73703 0.76790 0.112
H 4.16801 5.18963 0.04976 0.118
C 1.85132 -0.91665 3.20983 -0.036
C 2.18543 0.53129 2.96155 -0.733
C 1.71595 1.33571 4.14477 -0.042
C 3.68445 0.66893 2.85965 -0.038
O 1.62283 1.10676 1.82230 -0.269
H 2.35926 -1.24162 4.11993 0.093
H 2.17746 -1.58355 2.41978 0.054
H 0.78876 -1.09524 3.34687 0.070
H 2.23751 1.01423 5.04860 0.088
H 1.92773 2.38799 3.96153 0.090
H 0.64088 1.23257 4.28707 0.073
H 4.08765 0.07351 2.04232 0.065
H 3.92907 1.71150 2.66058 0.090
H 4.15918 0.35829 3.79320 0.089

***

4.
79
Properties=species:S:1:pos:R:3:lowdin_charge:R:1 method="wB97M-V/def2-TZVPD" e_lumo_ev=-4.22 e_homo_ev=-11.6732 charge=+1
N 3.17044 -4.87744 -2.87477 -0.045
C 2.58963 -4.28237 -4.15970 -0.271
C 2.60614 -2.68197 -3.96046 -0.214
C 1.65021 -1.83784 -4.94761 -0.206
C 0.36089 -2.62162 -5.51572 -0.116
C -0.71909 -2.70004 -4.32034 -0.078
N -0.41094 -2.31037 -2.93903 0.190
C -1.72260 -2.54004 -2.31321 -0.267
N -1.77241 -2.23270 -1.00245 0.182
N -2.73134 -3.06085 -3.22766 0.132
N -2.11179 -3.13330 -4.46559 -0.154
N -2.74611 -3.54747 -5.64028 0.119
C -2.66077 -4.88617 -5.66513 -0.039
O -2.59310 -6.12459 -5.47981 0.180
H 3.74578 -4.10730 -2.46624 0.060
H 2.34243 -4.93696 -2.24406 0.062
H 3.24357 -4.53806 -5.07302 0.121
H 1.53026 -4.74801 -4.23831 0.104
H 3.69966 -2.31641 -4.14509 0.127
H 2.35952 -2.38074 -2.86711 0.105
H 2.27338 -1.45189 -5.83098 0.119
H 1.26044 -0.90558 -4.36799 0.119
H -0.12182 -1.95831 -6.34692 0.136
H 0.58527 -3.65043 -5.97666 0.121
H -2.64191 -2.34514 -0.44056 0.150
H -0.90854 -1.79865 -0.57847 0.089
H -3.70088 -3.31091 -2.96060 0.189
C 1.12832 0.78328 3.97744 -0.017
C 0.71595 -0.26994 2.97387 -0.307
C 1.87768 -1.01751 2.39479 -0.091
O 1.37674 -1.41534 1.12425 0.075
C 0.46741 -0.47156 0.75925 -0.500
O 0.01712 -0.35713 -0.35813 0.103
O 0.13550 0.32696 1.81316 0.062
H 0.25307 1.33088 4.33919 0.089
H 1.63684 0.33560 4.82820 0.065
H 1.79164 1.52299 3.51920 0.108
H -0.02484 -0.94695 3.41457 0.168
H 2.15990 -1.88406 2.99540 0.152
H 2.76083 -0.39129 2.23540 0.148
C -2.08677 4.38802 0.23600 -0.026
C -1.61239 4.19418 1.66064 -0.334
C -1.47924 2.75215 2.05569 -0.119
O -1.67692 2.80249 3.46098 0.048
C -2.49340 3.87162 3.69325 -0.526
O -3.05996 4.08084 4.73057 0.155
O -2.58419 4.66901 2.58838 0.094
H -2.20677 5.45250 0.01605 0.095
H -1.37825 3.95960 -0.47746 0.093
H -3.06365 3.92664 0.08134 0.065
H -0.68066 4.74686 1.82953 0.161
H -0.50039 2.34109 1.81232 0.118
H -2.25399 2.11030 1.62292 0.147
C -4.33650 0.91709 -5.61397 -0.016
C -3.62408 1.15636 -4.29995 -0.349
C -4.17311 0.33481 -3.17156 -0.119
O -3.86555 1.13118 -2.03770 0.065
C -3.85797 2.42478 -2.47242 -0.501
O -3.86861 3.38357 -1.75312 0.153
O -3.84286 2.48357 -3.83676 0.101
H -3.93079 1.56795 -6.39315 0.093
H -4.23222 -0.12259 -5.93554 0.084
H -5.40113 1.15550 -5.53151 0.097
H -2.54390 1.01087 -4.41978 0.160
H -3.70162 -0.64655 -3.10067 0.104
H -5.25986 0.20674 -3.21726 0.147
C 5.54868 1.99623 8.73540 -0.018
C 4.73012 2.17599 7.47518 -0.341
C 3.25199 2.10033 7.71494 -0.099
O 2.76472 1.64805 6.45893 0.055
C 3.76567 0.90528 5.90663 -0.512
O 3.62882 0.17398 4.96013 0.118
O 4.94177 1.09516 6.57062 0.099
H 6.61700 2.01576 8.50368 0.091
H 5.33256 2.78385 9.46132 0.095
H 5.34748 1.02534 9.19813 0.094
H 5.01180 3.10530 6.96701 0.163
H 2.82004 3.06769 7.97880 0.148
H 2.97310 1.36519 8.47675 0.146

***

Number 1: electronic energy -147728.462 eV. Number 2: electronic energy -60588.481 eV. Number 3: electronic energy -64974.836 eV. Number 4: electronic energy -59998.514 eV.